# 1
This record from the Open Molecules 2025 dataset describes a structure of composition C33H21ClF10N5OSn. The level of theory is wB97M-V/def2-TZVPD.

The net charge is +1. The calculation puts the HOMO-LUMO gap (spin up / spin down) at 6.23 / 5.86 eV.

```
72
Properties=species:S:1:pos:R:3:forces:R:3
Sn 0.038 0.027 0.872 0.3631 -0.0054 -0.0830
Cl -3.621 3.243 6.610 0.0159 -0.0085 -0.0178
C -2.739 2.273 5.476 -0.0203 -0.0651 0.0236
C -2.833 0.879 5.534 -0.0325 0.0919 0.0406
C -2.141 0.101 4.639 0.0638 -0.0657 -0.0976
C -1.341 0.669 3.630 -0.0588 0.1288 0.1112
O -0.735 -0.142 2.786 -0.1067 -0.1896 -0.2186
C -1.234 2.079 3.597 -0.0148 -0.0503 -0.0091
C -0.328 2.771 2.716 0.0654 -0.0385 0.0562
N 0.294 2.238 1.729 -0.2012 0.0800 -0.1005
C 1.290 2.977 1.046 0.0437 0.0353 0.0031
C 1.129 4.260 0.600 -0.0765 0.0016 -0.0425
C 2.188 4.930 -0.052 0.0155 -0.0167 0.0029
C 3.390 4.313 -0.238 -0.0205 -0.0172 0.0238
C 3.582 2.982 0.208 0.0048 0.0452 -0.0340
C 4.805 2.286 0.058 0.0238 -0.0133 -0.0011
C 4.911 1.007 0.518 0.0005 0.0011 -0.0092
C 3.783 0.404 1.113 -0.0079 0.0115 -0.0311
N 2.636 1.013 1.271 -0.0151 0.0135 0.0132
C 2.524 2.300 0.837 0.0501 -0.0671 0.0072
C -1.935 2.859 4.536 0.0250 0.0134 -0.0335
H -3.452 0.421 6.294 0.0011 -0.0035 0.0027
H -2.195 -0.979 4.688 -0.0108 0.0071 0.0058
H -0.117 3.814 2.968 0.0096 -0.0050 0.0073
H 0.178 4.760 0.731 0.0006 0.0019 0.0170
H 2.035 5.942 -0.400 0.0002 0.0060 0.0036
H 4.208 4.827 -0.725 -0.0005 0.0029 -0.0086
H 5.643 2.780 -0.417 0.0015 0.0050 0.0021
H 5.832 0.449 0.428 0.0005 -0.0028 -0.0044
H 3.840 -0.622 1.460 -0.0034 -0.0142 0.0081
H -1.834 3.937 4.511 0.0059 0.0017 0.0036
C -3.213 0.659 0.936 -0.1140 0.0112 0.0736
N -2.472 -0.101 -0.077 0.0306 0.0337 0.0697
C -2.976 -1.480 -0.124 -0.0430 -0.1866 0.0227
C -2.327 -2.384 0.932 -0.0123 0.2332 -0.1506
N -0.904 -2.467 0.678 0.0870 -0.2014 0.3210
C -0.332 -3.484 0.048 -0.1352 0.0637 -0.1494
C -0.963 -4.540 -0.682 0.0554 0.0174 -0.0109
F -2.285 -4.552 -0.834 -0.0549 0.0171 0.0300
C -0.246 -5.526 -1.314 -0.0131 0.0211 0.0247
F -0.871 -6.470 -2.000 -0.0136 -0.0266 -0.0176
C 1.146 -5.528 -1.260 0.0131 0.0392 0.0196
F 1.826 -6.476 -1.867 0.0208 -0.0264 -0.0126
C 1.816 -4.516 -0.575 -0.0221 -0.0071 -0.0126
F 3.141 -4.524 -0.524 0.0179 -0.0025 -0.0052
C 1.097 -3.530 0.046 0.0551 0.0503 0.0622
F 1.762 -2.589 0.712 -0.0077 -0.0041 -0.0123
C -2.619 0.604 -1.363 -0.0197 -0.0111 -0.1104
C -1.934 -0.013 -2.573 0.0375 -0.0781 0.0683
N -0.502 -0.066 -2.405 -0.0299 0.1053 0.0238
C 0.286 -0.354 -3.432 0.0366 -0.0849 0.0073
C -0.084 -0.738 -4.758 0.0651 0.0096 -0.0001
F -1.367 -0.884 -5.078 -0.0765 0.0097 -0.0185
C 0.846 -0.994 -5.737 -0.0062 -0.0022 0.0321
F 0.455 -1.347 -6.952 -0.0157 -0.0225 -0.0621
C 2.206 -0.899 -5.458 -0.0424 0.0212 0.0693
F 3.092 -1.149 -6.399 0.0530 -0.0160 -0.0672
C 2.628 -0.547 -4.178 -0.0446 -0.0071 -0.0162
F 3.925 -0.461 -3.913 0.0466 0.0043 0.0009
C 1.698 -0.290 -3.205 -0.0045 0.0185 0.0787
F 2.131 0.048 -1.998 0.0009 0.0242 0.0999
H -4.262 0.787 0.640 0.0199 0.0097 0.0092
H -2.768 1.647 1.064 0.0154 0.0253 -0.0060
H -3.182 0.148 1.894 -0.0074 -0.0027 -0.0086
H -2.767 -1.910 -1.100 -0.0091 -0.0044 -0.0028
H -4.064 -1.504 0.017 0.0087 0.0642 -0.0296
H -2.842 -3.341 0.944 0.0296 -0.0439 0.0005
H -2.426 -1.925 1.918 -0.0204 0.0064 0.0128
H -2.222 1.612 -1.218 -0.0087 0.0143 -0.0107
H -3.686 0.712 -1.611 0.0135 -0.0039 0.0626
H -2.220 0.590 -3.440 0.0115 0.0323 0.0123
H -2.323 -1.015 -2.781 -0.0394 0.0156 -0.0381
```
Positions in Å, forces in eV/Å.

These are the Mulliken partial charges, in e, on atoms 1 to 8: 1.284 -0.209 0.024 -0.518 -0.327 -0.018 -0.728 0.646

=====

# 2
This record from the Open Molecules 2025 dataset describes the ion H4N2O2P with charge -1 at a distorted geometry. The level of theory is wB97M-V/def2-TZVPD.

The net charge is -1. The calculation puts the HOMO-LUMO gap at 8.53 eV. For the energy above the lowest of the compared OMol25 structures with the same formula, charge and spin, the calculation gives 5.549 eV.

```
9
Properties=species:S:1:pos:R:3:forces:R:3
N 0.928 0.270 0.300 0.6838 -0.3060 -2.8279
N -0.129 -0.706 0.563 1.0001 0.7339 1.8261
O -1.415 1.819 0.396 -0.5894 -5.7194 -2.2292
O -2.706 -0.974 0.115 -0.1112 0.2146 -0.4075
P -1.517 -0.135 -0.174 0.0981 5.4118 2.5842
H 0.899 0.098 -0.744 1.2726 0.7152 1.1604
H 0.666 1.298 0.326 -1.0657 -1.6298 0.6431
H -0.131 -0.835 1.567 -0.4788 -0.0270 0.0108
H -0.850 -0.403 -1.396 -0.8095 0.6067 -0.7600
```
Positions in Å, forces in eV/Å.

These are the natural (NBO) partial charges, in e, on atoms 1 to 8: -0.700 -0.840 -1.153 -1.124 1.918 0.318 0.394 0.369

=====

# 3
This record from the Open Molecules 2025 dataset describes a structure of composition C18H28ErN3O2P at a distorted geometry. The level of theory is wB97M-V/def2-TZVPD.

The net charge is +2. The calculation puts the HOMO-LUMO gap (spin up / spin down) at 8.61 / 7.47 eV. Its spin multiplicity is 5. The expectation value of S² is 6.013.

```
53
Properties=species:S:1:pos:R:3:forces:R:3
C -0.537 2.611 -1.912 0.2808 0.1045 0.3558
C -0.022 1.418 -2.694 0.3295 -0.5540 0.5514
N 0.183 0.295 -1.945 -1.1821 -0.8001 0.0930
C 0.286 -0.922 -2.554 -0.1786 0.3926 -0.1396
C 0.462 -0.937 -3.926 0.7747 -0.7001 -0.7571
C 0.409 0.221 -4.714 0.2244 0.0729 0.5613
C 0.100 1.430 -4.074 -0.2105 -0.0524 -0.0339
C -0.024 -2.235 -1.796 0.1430 1.1048 0.5523
P 0.376 -2.349 0.090 0.0645 -1.7839 -3.4506
H -0.091 2.374 -4.599 0.2389 -0.5540 0.0548
H 0.750 -1.909 -4.345 -0.4627 0.4816 -0.2213
H 0.624 0.186 -5.789 -0.2547 -0.0466 0.4975
C 1.394 3.229 -0.579 0.2932 0.2323 -0.1081
C -0.790 3.521 0.373 -0.2792 0.1433 -0.1758
H 0.103 -3.168 -2.387 0.4110 0.7281 0.4084
H -1.617 2.475 -1.820 -0.0742 0.1479 -0.0674
H -0.329 3.560 -2.425 -0.1547 -0.2006 -0.0328
C 1.916 -3.331 0.179 0.2441 0.4154 0.6956
C -0.875 -3.660 0.377 -0.4698 0.0427 0.3918
H 2.112 -3.376 1.270 0.2927 -0.3267 -0.5563
H 1.782 -4.352 -0.232 0.0600 0.7062 0.2235
H 2.747 -2.797 -0.308 -0.3525 -0.3793 0.2655
H -1.240 -3.576 1.411 0.0125 -0.4074 -0.3111
H -1.729 -3.493 -0.305 0.2944 -0.0880 0.5183
H -0.465 -4.667 0.173 -0.1574 0.5945 0.2570
H -0.826 4.570 0.007 -0.0055 -0.5294 0.2874
H -1.808 3.108 0.415 0.1795 0.2481 0.1206
H -0.330 3.511 1.385 -0.3137 0.0800 -0.5703
H 1.381 4.227 -1.077 0.0054 -0.5900 0.3167
H 1.788 3.363 0.448 -0.2225 -0.1396 -0.6116
H 2.067 2.557 -1.136 -0.2805 0.2781 0.2082
C 0.047 -1.219 2.370 -0.3711 -1.2231 4.9356
O 0.068 -1.844 3.348 0.0796 1.8467 -3.9607
Er -0.191 0.428 0.412 -0.4769 0.2625 -0.1281
O -2.324 0.274 0.309 1.1683 -0.8623 -2.7110
H -1.098 -2.178 -1.616 -0.3190 0.1303 -0.5008
H -2.664 -0.035 -0.616 0.4768 0.8650 2.6376
N 0.017 2.665 -0.532 0.6243 0.1390 0.1430
C 3.594 -0.460 -1.275 0.0339 -0.0371 -0.3899
C 3.548 0.069 0.097 -1.6064 0.5959 0.6278
C 4.671 0.341 0.909 0.1820 0.6442 1.9314
C 4.183 0.896 2.112 1.4913 -0.7377 -1.5795
C 2.772 0.953 1.977 0.3442 -0.5299 -1.4399
C 1.838 1.521 2.962 0.0509 0.1375 0.3341
N 2.392 0.442 0.753 -0.5822 -0.0918 0.1599
H 4.039 -1.454 -1.281 0.0900 -0.1051 0.0017
H 4.276 0.149 -1.874 0.0221 0.0634 -0.0017
H 2.635 -0.500 -1.794 0.0810 0.0601 0.2915
H 5.686 0.111 0.593 -0.1612 0.2239 0.3582
H 4.763 1.231 2.965 -0.1319 -0.0785 -0.1744
H 1.406 2.476 2.630 0.1590 -0.0755 0.0243
H 2.415 1.711 3.876 -0.5342 0.0220 -0.0636
H 1.011 0.836 3.185 0.1293 0.1297 0.1810
```
Positions in Å, forces in eV/Å.

These are the natural (NBO) partial charges, in e, on atoms 1 to 8: -0.270 0.243 -0.618 0.257 -0.248 -0.083 -0.237 -0.709

=====

# 4
This record from the Open Molecules 2025 dataset describes a structure of composition C42H48ClF2N8O7Re at a distorted geometry. The level of theory is wB97M-V/def2-TZVPD.

The net charge is +3. The calculation puts the HOMO-LUMO gap (spin up / spin down) at 7.03 / 6.84 eV. For the energy above the lowest of the compared OMol25 structures with the same formula, charge and spin, the calculation gives 1.923 eV. Its spin multiplicity is 2. The expectation value of S² is 0.755.

```
109
Properties=species:S:1:pos:R:3:forces:R:3
Re 0.252 -1.975 0.754 1.8563 2.1228 0.0310
C -3.328 -4.075 4.465 -0.0043 -0.0894 0.0325
C -2.236 -4.006 3.430 -0.2258 0.3587 0.0016
O -2.032 -3.003 2.758 0.0105 0.1664 -0.1189
N -1.522 -5.126 3.240 0.3369 -0.3695 -0.1078
C -0.461 -5.227 2.244 -0.1800 0.4857 0.2062
C 0.818 -4.583 2.713 0.3360 0.2368 0.0737
C 1.743 -5.386 3.361 0.0542 -0.0831 0.0970
C 2.937 -4.859 3.812 0.0624 -0.1216 0.0327
C 3.162 -3.506 3.648 0.1544 0.0100 0.0786
C 2.209 -2.757 2.998 -0.2323 0.1156 0.0570
N 1.065 -3.266 2.513 -0.5685 -0.1974 -0.2876
H -3.568 -3.071 4.806 0.0329 -0.0049 -0.0204
H -3.046 -4.692 5.319 -0.0408 0.0132 -0.0350
H -4.218 -4.512 4.005 0.0435 0.0186 0.0512
H -1.660 -5.898 3.866 -0.0363 -0.1326 0.0281
H -0.781 -4.764 1.314 -0.1769 -0.0010 -0.1097
H -0.293 -6.284 2.072 0.0953 -0.0509 -0.1418
H 1.527 -6.441 3.494 0.0205 0.0730 -0.0579
H 3.687 -5.497 4.264 -0.0686 0.0330 0.0572
H 4.073 -3.036 3.995 -0.0480 -0.0030 -0.0162
H 2.365 -1.700 2.827 0.0454 -0.0908 0.0066
F -6.182 -1.311 2.501 -0.0367 0.0838 -0.0184
C -5.575 -0.591 1.536 -0.0641 -0.1344 -0.0103
C -4.294 -0.911 1.211 0.1183 -0.1440 0.0395
C -3.648 -0.243 0.165 0.0652 -0.1020 0.1443
C -2.275 -0.557 -0.150 -0.3333 -0.0520 0.0419
O -1.713 -1.487 0.531 0.5691 -0.6651 0.6103
C -1.670 0.186 -1.158 0.1961 -0.1217 0.0285
C -2.392 1.151 -1.807 -0.2682 0.2011 -0.1016
N -3.677 1.426 -1.558 0.0764 -0.0181 -0.0494
C -4.349 2.464 -2.325 -0.0160 0.0206 0.1217
C -5.477 2.075 -3.233 -0.1599 -0.1060 -0.0549
C -4.164 2.506 -3.807 0.1073 0.0028 -0.1425
C -4.337 0.750 -0.537 -0.0016 0.0379 -0.0752
C -5.650 1.070 -0.172 -0.1381 0.2064 -0.1050
C -6.290 0.431 0.875 -0.1006 0.1127 0.1082
N -7.601 0.835 1.238 -0.0437 0.0017 -0.0769
C -8.168 0.471 2.536 0.0064 0.0187 -0.2922
C -9.143 1.562 2.982 0.1087 -0.1251 0.0833
N -9.821 2.179 1.779 0.0572 -0.3037 0.0071
C -9.975 1.170 0.679 0.1392 -0.0603 -0.0615
C -8.587 0.838 0.143 0.1776 -0.0913 0.1900
C -0.273 -0.065 -1.622 0.2720 -0.2795 0.0422
O 0.192 0.611 -2.519 0.0915 -0.0076 0.0989
O 0.347 -1.058 -1.053 -0.4270 -0.0123 -0.4338
H -3.762 -1.692 1.746 -0.0133 0.0300 0.0490
H -1.903 1.729 -2.580 -0.0417 -0.0272 -0.0468
H -4.413 3.407 -1.798 -0.0049 0.0026 0.0571
H -6.324 2.744 -3.313 0.0543 0.0180 0.0350
H -5.729 1.023 -3.296 0.0819 0.0279 0.0050
H -4.098 3.483 -4.265 0.0077 0.0052 0.0311
H -3.544 1.754 -4.277 -0.0555 -0.0223 0.0630
H -6.166 1.856 -0.706 0.0702 -0.0075 0.0703
H -7.385 0.420 3.281 0.0803 -0.0259 0.0497
H -8.662 -0.504 2.518 -0.0077 -0.0297 0.0130
H -8.638 2.360 3.519 0.0095 0.1104 -0.0588
H -9.908 1.140 3.629 -0.1272 0.0613 -0.0459
H -9.245 2.943 1.432 0.0715 0.1545 -0.0125
H -10.719 2.572 2.046 -0.1355 0.0715 0.0216
H -10.598 1.579 -0.108 -0.0925 0.1017 -0.0017
H -10.476 0.303 1.098 -0.0406 -0.0100 0.1319
H -8.302 1.583 -0.598 0.0159 0.0365 -0.0381
H -8.638 -0.128 -0.366 -0.0187 -0.0532 -0.0281
C 8.139 -1.034 -0.228 -0.0724 0.0034 0.0076
C 7.254 -1.539 -1.357 0.0137 0.1090 0.0943
N 5.823 -1.282 -1.098 -0.0458 -0.0960 -0.0414
C 5.039 -2.292 -0.687 0.3146 0.1601 -0.0910
C 3.756 -2.139 -0.251 -0.2192 0.2589 -0.0041
C 2.974 -3.353 0.045 -0.2728 0.0328 0.2032
O 3.496 -4.425 0.199 -0.0754 -0.2596 -0.0282
O 1.662 -3.170 0.064 -0.4089 -0.3624 -0.2586
C 3.213 -0.839 -0.096 0.1207 0.1501 -0.0045
O 2.192 -0.556 0.583 -0.4461 -0.8428 -0.0660
C 3.966 0.218 -0.766 -0.0996 -0.0815 0.1967
C 3.373 1.463 -0.979 -0.2110 0.0378 0.1213
C 4.048 2.438 -1.647 -0.0551 0.0826 -0.0160
F 3.415 3.598 -1.913 -0.0193 -0.0013 -0.0217
C 5.372 2.266 -2.081 0.1301 0.0852 -0.0531
C 5.963 1.036 -1.848 0.2448 -0.0108 -0.0839
C 5.265 -0.012 -1.238 0.0111 -0.0801 0.0125
N 6.115 3.285 -2.719 0.0118 0.0156 0.0047
C 5.738 4.689 -2.623 0.1314 -0.2127 -0.0999
C 6.983 5.556 -2.711 -0.1374 -0.0167 0.0649
N 7.737 5.251 -3.984 -0.0049 -0.1940 0.2621
C 8.068 3.782 -4.076 -0.0432 -0.1086 -0.0229
C 6.772 3.002 -3.987 -0.2429 0.1422 0.1098
H 9.185 -1.250 -0.451 -0.0491 0.0170 -0.0022
H 7.883 -1.532 0.708 0.0200 0.0280 -0.0109
H 8.030 0.042 -0.086 0.0269 -0.0293 0.0211
H 7.368 -2.613 -1.471 -0.0648 -0.0649 -0.0428
H 7.532 -1.088 -2.307 -0.0687 -0.0199 -0.0905
H 5.467 -3.287 -0.698 0.0397 0.0261 0.0266
H 2.352 1.631 -0.655 0.0649 -0.0198 -0.0509
H 6.996 0.901 -2.142 -0.0853 0.0001 0.0321
H 5.270 4.892 -1.666 -0.0280 0.0334 0.0510
H 5.028 4.977 -3.411 -0.0284 0.0040 0.0381
H 7.654 5.353 -1.880 0.1075 -0.0323 -0.0440
H 6.717 6.611 -2.707 0.0738 0.0347 -0.1042
H 8.586 5.812 -4.032 0.1017 0.0748 -0.0099
H 7.163 5.513 -4.785 -0.0509 0.0528 -0.1043
H 8.717 3.544 -3.237 0.0578 0.0793 0.0438
H 8.594 3.590 -5.008 -0.0084 0.1438 -0.0748
H 6.980 1.943 -4.095 0.0342 -0.0483 0.0273
H 6.121 3.294 -4.828 0.0076 -0.0931 -0.0225
Cl -0.869 0.900 2.126 0.0510 0.0657 0.0169
C 0.221 -0.505 2.323 -0.3967 -0.5473 -0.4851
H -0.038 -0.986 3.258 -0.1763 -0.0138 0.1142
H 1.220 -0.096 2.348 0.0313 0.1021 0.1382
```
Positions in Å, forces in eV/Å.

These are the Mulliken partial charges, in e, on atoms 1 to 8: 3.037 -1.368 0.596 -0.504 -0.008 -1.666 1.172 -0.779